The following is a DFT calculation (ωB97M-V/def2-TZVPD) of a molecular structure, C44H48BCoN11O4S.

Cartesian coordinates (Å):
Co: 0.0534 -0.0445 0.4967
C: -0.0602 4.6609 -0.7404
C: -0.9096 3.4257 -1.0728
C: -2.1262 3.8201 -1.9089
C: -0.0527 2.4075 -1.7738
C: 0.5800 2.5625 -3.0163
C: 1.4290 1.4818 -3.1239
N: 1.2961 0.7251 -2.0265
N: 0.3614 1.2716 -1.1949
B: 2.1842 -0.4651 -1.5656
N: 2.8183 -0.0927 -0.1979
C: 4.1250 0.0006 0.1006
C: 4.2457 0.6026 1.3336
C: 2.9288 0.8682 1.7444
N: 2.0773 0.4372 0.8173
C: 2.5118 1.6696 2.9545
C: 1.1768 2.3830 2.7307
C: 2.4971 0.8717 4.2641
N: 1.2999 -1.7359 -1.4490
C: 1.3931 -2.8484 -2.1818
C: 0.4321 -3.7378 -1.7464
C: -0.2306 -3.0858 -0.7010
N: 0.3073 -1.8634 -0.5271
C: -1.3964 -3.6992 0.0519
C: -2.5961 -3.8969 -0.8893
C: -1.8542 -2.9513 1.2985
H: -0.6629 5.4095 -0.2202
H: 0.3334 5.1145 -1.6531
H: 0.7868 4.3948 -0.1039
H: -1.2390 2.9997 -0.1265
H: -1.8145 4.2943 -2.8429
H: -2.7450 4.5375 -1.3652
H: -2.7516 2.9605 -2.1682
H: 0.4613 3.3729 -3.7185
H: 2.1335 1.2124 -3.8969
H: 3.0508 -0.6650 -2.3709
H: 4.8771 -0.3443 -0.5940
H: 5.1522 0.8577 1.8604
H: 3.2871 2.4295 3.0538
H: 0.3791 1.6629 2.5222
H: 1.2316 3.0795 1.8906
H: 0.8872 2.9417 3.6222
H: 1.5778 0.2888 4.3541
H: 2.5413 1.5508 5.1175
H: 3.3474 0.1903 4.3296
H: 2.1332 -2.9328 -2.9635
H: 0.2347 -4.7304 -2.1199
H: -1.0513 -4.6896 0.3540
H: -3.0990 -2.9414 -1.0804
H: -3.3294 -4.5610 -0.4283
H: -2.2999 -4.3362 -1.8430
H: -2.1028 -1.9119 1.0631
H: -1.0953 -2.9640 2.0806
H: -2.7530 -3.4261 1.6967
C: -8.0397 0.2395 11.6008
O: -8.2623 0.8771 10.3480
C: -7.3395 0.7046 9.3846
C: -7.6072 1.3262 8.1632
C: -6.7287 1.1965 7.1141
C: -5.5559 0.4475 7.2532
C: -5.2936 -0.1572 8.4741
C: -6.1716 -0.0363 9.5423
C: -4.6489 0.3259 6.1091
N: -4.8452 0.8543 4.9201
C: -3.7545 0.4888 4.1807
C: -2.8818 -0.2716 4.9164
N: -3.4689 -0.3709 6.1547
C: -1.6606 -0.7881 4.3909
C: -0.7467 -1.6251 5.0589
C: 0.3789 -2.0589 4.4070
C: 0.6113 -1.6263 3.0986
N: -0.2300 -0.8377 2.4616
C: -1.3625 -0.4391 3.0681
C: -2.2948 0.3175 2.2595
N: -1.9746 0.4900 0.9514
C: -2.8494 1.0941 0.1669
C: -4.0630 1.6084 0.6321
C: -4.3839 1.4611 1.9574
C: -3.4930 0.7788 2.8011
H: -8.8995 0.4781 12.2152
H: -7.1358 0.6198 12.0797
H: -7.9668 -0.8426 11.4822
H: -8.5167 1.9065 8.0672
H: -6.9356 1.6726 6.1636
H: -4.3929 -0.7450 8.6246
H: -5.9381 -0.5152 10.4823
H: -3.1041 -0.8500 6.9584
H: -0.9388 -1.9374 6.0800
H: 1.0936 -2.7108 4.8913
H: 1.5067 -1.9195 2.5604
H: -2.5963 1.1562 -0.8826
H: -4.7290 2.1091 -0.0594
H: -5.3169 1.8301 2.3679
N: -1.6940 -0.6306 -2.6860
C: -2.1576 -0.5269 -3.9467
C: -2.1168 0.7411 -4.5951
C: -2.6321 0.8775 -5.8427
C: -3.2579 -0.2395 -6.4611
C: -3.2223 -1.5267 -5.8548
C: -2.7074 -1.6611 -4.6058
S: -3.9929 -0.0545 -8.0484
O: -5.0313 -1.0379 -8.1844
O: -2.7042 -0.4326 -8.6789
O: -4.3559 1.3260 -8.2164
H: -1.5381 -1.5445 -2.2872
H: -1.0737 0.0996 -2.3553
H: -1.6670 1.5847 -4.0801
H: -2.6216 1.8261 -6.3648
H: -3.6433 -2.3691 -6.3886
H: -2.7094 -2.6209 -4.1015

Calculated values
LUMO (spin up / spin down)	-3.52 / -4.60	eV
HOMO (spin up / spin down)	-10.380 / -10.380	eV
total charge	+1
2S+1	5

Results of the Mulliken charge analysis, in e, for atoms 1 through 2: Co 0.25; C -1.66